Molecular formula: C46H42F2InN5O2PS4Sb
Method: DFT, ωB97M-V/def2-TZVPD

```
104
Properties=species:S:1:pos:R:3
In 0.092 -0.027 -0.545
F 4.970 -2.443 -0.043
C 3.904 -1.808 0.558
C 2.726 -1.634 -0.155
C 1.577 -1.060 0.450
C 1.533 -1.175 1.826
C 2.725 -1.422 2.620
F 2.572 -1.493 3.922
C 3.926 -1.685 1.938
C 0.191 -1.181 2.430
C -0.116 -1.567 3.779
C -1.459 -1.353 4.168
C -2.310 -0.606 3.380
C -2.007 -0.395 2.043
N -0.820 -0.819 1.633
H 2.724 -1.759 -1.225
H 4.831 -1.772 2.516
H 0.657 -2.001 4.385
H -1.780 -1.922 4.990
H -3.298 -0.460 3.851
H -2.537 0.194 1.337
C 0.366 -4.578 -3.873
C -1.178 -4.476 -3.607
N -1.821 -3.159 -3.684
C -2.549 -2.697 -5.019
C -1.716 -1.641 -5.703
C -1.733 -2.282 -2.636
S -0.618 -2.599 -1.407
N -2.674 -1.314 -2.717
C -2.805 -0.279 -1.882
O -2.005 0.375 -1.059
C -4.221 0.166 -1.806
C -4.605 1.496 -1.556
C -5.939 1.835 -1.225
C -6.839 0.804 -1.026
C -6.550 -0.496 -1.506
C -5.253 -0.794 -1.849
H 0.893 -5.488 -3.446
H 0.845 -3.734 -3.336
H 0.538 -4.573 -4.964
H -1.491 -5.100 -2.737
H -1.648 -5.164 -4.459
H -3.454 -2.202 -4.621
H -2.665 -3.617 -5.588
H -0.884 -2.010 -6.418
H -1.349 -0.936 -4.892
H -2.290 -1.015 -6.384
H -3.789 2.233 -1.554
H -6.193 2.878 -1.128
H -7.837 0.986 -0.530
H -7.333 -1.228 -1.625
H -4.967 -1.749 -2.261
S 1.802 5.630 -4.032
Sb 1.711 3.404 -4.671
S 2.321 1.919 -2.787
S 0.441 1.210 -2.887
O 0.399 1.919 0.677
P 0.430 3.382 1.125
C 2.060 4.037 1.094
C 3.127 3.110 1.087
C 4.518 3.515 1.071
C 4.830 4.845 1.177
C 3.729 5.768 1.132
C 2.416 5.430 1.186
C 0.036 3.557 2.869
C 0.033 4.872 3.402
C -0.449 5.092 4.687
C -0.665 3.964 5.508
C -0.518 2.666 4.946
C -0.264 2.467 3.596
C -0.655 4.494 0.196
C -0.286 4.812 -1.137
C -1.101 5.633 -1.871
C -2.392 5.962 -1.407
C -2.846 5.520 -0.170
C -1.925 4.852 0.679
H 2.898 2.042 1.003
H 5.316 2.743 0.886
H 5.863 5.238 1.074
H 3.956 6.802 1.115
H 1.735 6.215 0.998
H 0.264 5.682 2.732
H -0.735 6.072 5.052
H -1.064 4.104 6.513
H -0.609 1.732 5.515
H -0.186 1.489 3.141
H 0.671 4.477 -1.564
H -0.905 5.845 -2.921
H -3.157 6.374 -2.104
H -3.851 5.556 0.234
H -2.253 4.524 1.654
N 2.354 -8.746 1.096
C 3.285 -7.733 1.066
C 2.955 -6.400 1.450
C 3.865 -5.368 1.314
C 5.034 -5.701 0.640
C 5.282 -7.074 0.243
N 4.458 -8.081 0.479
H 1.358 -8.539 1.041
H 2.609 -9.609 0.620
H 2.050 -6.148 1.950
H 3.732 -4.398 1.691
H 5.776 -4.984 0.487
H 6.208 -7.429 -0.236
```

Output
⟨S²⟩   0.76
LUMO energy (spin up / spin down)   1.767 / 1.767 eV
Net charge   -1
Spin multiplicity   2
Orbital gap (spin up / spin down)   4.2 / 5.5 eV

Molecular formula: C46H45As2CrN8
Method: DFT, ωB97M-V/def2-TZVPD

```
102
Properties=species:S:1:pos:R:3
Cr -1.738 -0.147 0.140
C -3.223 -1.204 2.703
N -2.127 -0.276 2.457
C -0.966 -0.479 3.312
C 0.124 0.385 2.769
N 0.075 0.869 1.554
C 1.214 1.628 1.394
C 1.656 2.408 0.329
C 2.873 3.041 0.470
C 3.643 2.909 1.629
C 3.209 2.166 2.706
C 1.979 1.541 2.575
N 1.246 0.748 3.432
C -4.194 -1.011 1.589
N -3.835 -0.440 0.450
C -4.994 -0.319 -0.291
C -5.232 0.289 -1.517
C -6.518 0.228 -2.014
C -7.554 -0.395 -1.312
C -7.349 -0.954 -0.068
C -6.058 -0.899 0.432
N -5.508 -1.319 1.623
H -3.703 -1.051 3.682
H -2.823 -2.233 2.689
H -2.460 0.681 2.606
H -0.668 -1.535 3.257
H -1.167 -0.239 4.367
H 1.052 2.519 -0.557
H 3.245 3.653 -0.336
H 4.593 3.416 1.686
H 3.796 2.074 3.606
H 1.498 0.516 4.379
H -4.434 0.817 -2.016
H -6.733 0.676 -2.970
H -8.541 -0.424 -1.746
H -8.147 -1.407 0.495
H -6.011 -1.745 2.386
C -0.982 -4.305 1.088
As -1.609 -2.768 -0.008
C -3.351 -3.559 -0.476
C -0.738 -3.129 -1.726
C -0.304 -4.408 -2.060
C 0.297 -4.659 -3.282
C 0.486 -3.627 -4.187
C 0.035 -2.355 -3.875
C -0.581 -2.100 -2.655
As -1.445 -0.383 -2.328
C -2.911 -0.671 -3.602
C -0.513 0.965 -3.429
H -1.471 -5.226 0.765
H -1.221 -4.152 2.146
H 0.098 -4.422 0.991
H -3.180 -4.507 -0.991
H -3.913 -2.893 -1.136
H -3.951 -3.750 0.417
H -0.452 -5.229 -1.368
H 0.607 -5.662 -3.532
H 0.966 -3.820 -5.134
H 0.159 -1.553 -4.597
H -2.483 -1.078 -4.526
H -3.384 0.285 -3.832
H -3.665 -1.362 -3.224
H -1.092 1.147 -4.339
H 0.501 0.665 -3.704
H -0.465 1.895 -2.856
N 5.879 -1.247 1.427
C 7.154 -0.796 1.215
C 8.381 -1.143 1.761
C 9.488 -0.491 1.262
C 9.385 0.491 0.266
C 8.173 0.849 -0.276
C 7.036 0.187 0.195
N 5.738 0.285 -0.190
C 5.067 -0.578 0.539
C 3.655 -0.790 0.363
C 2.859 -1.594 1.190
C 1.515 -1.712 0.916
N 0.899 -1.110 -0.103
C 1.662 -0.361 -0.901
C 3.011 -0.172 -0.718
H 5.618 -1.977 2.068
H 8.468 -1.901 2.524
H 10.465 -0.742 1.647
H 10.289 0.962 -0.086
H 8.091 1.598 -1.045
H 3.274 -2.110 2.041
H 0.884 -2.328 1.552
H 1.140 0.122 -1.718
H 3.595 0.453 -1.373
C -1.942 1.754 -0.198
C -1.899 2.973 -0.176
C -1.837 4.368 0.014
C -1.805 5.278 -1.046
C -1.762 6.633 -0.787
C -1.751 7.101 0.520
C -1.758 6.202 1.576
C -1.795 4.847 1.331
H -1.818 4.921 -2.065
H -1.742 7.336 -1.606
H -1.733 8.163 0.714
H -1.740 6.565 2.592
H -1.798 4.139 2.147
```

Output
⟨S²⟩   3.81
LUMO energy (spin up / spin down)   -5.708 / -5.172 eV
Net charge   +2
Spin multiplicity   4
Orbital gap (spin up / spin down)   6.2 / 6.7 eV

In hartree/bohr, the maximum force values for the records above are, in order, 0.087; 0.038.
In kJ/mol, the energy above the lowest of the compared OMol25 structures with the same formula, charge and spin values for the records above are, in order, 259.2; 101.8.